No. 1
{"formula": "C20H36N4O3", "method": "ωB97M-V with the def2-TZVPD basis set", "homo_lumo_gap_ev": 10.127, "lumo_energy_ev": 0.437, "multiplicity": 1, "energy_ev": -33422.2874, "e_above_lowest_kj_mol": 129.9, "smiles": "C1CCOC1.C1CCOC1.C1CCOC1.CC#N.CC#N.CC#N.CC#N", "species": ["C", "C", "N", "H", "H", "H", "C", "C", "N", "H", "H", "H", "C", "C", "N", "H", "H", "H", "C", "C", "N", "H", "H", "H", "C", "C", "C", "O", "C", "H", "H", "H", "H", "H", "H", "H", "H", "C", "C", "C", "O", "C", "H", "H", "H", "H", "H", "H", "H", "H", "C", "C", "C", "O", "C", "H", "H", "H", "H", "H", "H", "H", "H"], "positions_angstrom": [[0.360, -0.528, -0.142], [0.081, -0.435, -1.605], [-0.184, -0.499, -2.711], [-0.552, -0.819, 0.379], [0.593, 0.419, 0.346], [1.175, -1.247, -0.066], [-0.670, 0.696, -5.956], [0.700, 1.282, -5.914], [1.750, 1.712, -5.871], [-0.819, 0.051, -6.822], [-1.459, 1.427, -5.778], [-0.492, -0.085, -5.218], [4.237, -4.960, -0.855], [3.137, -3.984, -1.173], [2.272, -3.280, -1.421], [4.309, -5.636, -1.707], [3.858, -5.534, -0.009], [5.161, -4.523, -0.477], [-3.212, 1.078, -3.056], [-4.408, 1.487, -3.751], [-5.317, 1.819, -4.409], [-3.299, 0.669, -2.049], [-2.523, 1.917, -2.959], [-2.702, 0.228, -3.508], [-0.553, -5.056, 0.418], [-1.445, -5.207, 1.689], [-2.193, -3.839, 1.598], [-1.632, -3.038, 0.619], [-1.066, -3.878, -0.394], [-0.759, -5.972, -0.136], [0.491, -4.992, 0.722], [-1.006, -5.400, 2.668], [-2.021, -6.122, 1.550], [-2.183, -3.420, 2.604], [-3.252, -3.968, 1.375], [-0.272, -3.269, -0.828], [-1.844, -4.245, -1.064], [0.991, 4.607, -0.773], [2.145, 4.602, 0.265], [2.424, 3.153, 0.400], [2.172, 2.610, -0.893], [0.975, 3.228, -1.374], [1.303, 5.347, -1.510], [0.139, 4.870, -0.146], [1.966, 5.046, 1.244], [3.073, 5.073, -0.058], [1.982, 2.732, 1.304], [3.440, 2.917, 0.717], [0.066, 2.671, -1.149], [1.062, 3.206, -2.460], [0.265, 1.765, 5.226], [-0.547, 3.054, 4.983], [-1.618, 2.537, 4.046], [-1.081, 1.437, 3.330], [0.208, 1.051, 3.843], [-0.226, 1.098, 5.935], [1.261, 1.983, 5.612], [-0.098, 3.790, 4.316], [-0.863, 3.534, 5.909], [-2.081, 3.273, 3.388], [-2.445, 2.212, 4.676], [0.973, 1.392, 3.147], [0.254, -0.034, 3.936]]}

No. 2
{"formula": "C20H36NO7", "method": "ωB97M-V with the def2-TZVPD basis set", "homo_lumo_gap_ev": 7.538, "lumo_energy_ev": -4.875, "multiplicity": 1, "energy_ev": -37137.4623, "total_charge": 1, "species": ["C", "C", "O", "C", "C", "C", "N", "C", "C", "C", "C", "C", "C", "O", "C", "O", "C", "C", "O", "O", "H", "H", "H", "H", "H", "H", "H", "H", "H", "H", "H", "H", "H", "H", "H", "H", "H", "H", "H", "H", "C", "C", "C", "O", "H", "H", "H", "H", "H", "H", "H", "H", "C", "C", "C", "O", "H", "H", "H", "H", "H", "H", "H", "H"], "positions_angstrom": [[0.919, -3.417, 1.921], [1.681, -2.048, 1.593], [1.282, -1.123, 2.611], [1.456, 0.227, 2.210], [0.485, 0.706, 1.080], [1.114, 1.048, -0.205], [0.418, 1.520, -1.295], [-0.945, 1.647, -1.205], [-1.722, 1.343, 0.008], [-3.259, 1.545, -0.089], [-3.895, 0.447, -1.050], [-5.362, 0.039, -0.645], [-5.377, -0.639, 0.786], [-6.677, -1.237, 0.969], [-6.633, -2.236, 1.948], [-6.695, -1.962, 3.114], [-0.977, 0.880, 1.188], [-1.725, 0.586, 2.516], [-2.650, 1.253, 2.897], [-1.323, -0.461, 3.366], [1.549, -4.314, 1.710], [0.624, -3.387, 3.009], [-0.045, -3.397, 1.346], [2.776, -2.291, 1.582], [1.379, -1.762, 0.551], [2.539, 0.369, 1.906], [1.304, 0.860, 3.129], [2.223, 0.945, -0.335], [0.895, 1.775, -2.164], [-1.481, 2.032, -2.108], [-3.425, 2.546, -0.590], [-3.787, 1.586, 0.892], [-3.246, -0.467, -1.028], [-3.946, 0.839, -2.104], [-6.076, 0.910, -0.677], [-5.758, -0.715, -1.384], [-4.535, -1.367, 0.927], [-5.268, 0.198, 1.533], [-6.577, -3.318, 1.655], [-0.910, 0.011, 4.121], [0.995, 5.277, -0.488], [1.611, 5.084, -1.866], [1.987, 6.415, -2.495], [0.680, 4.401, -2.714], [0.078, 5.870, -0.552], [0.719, 4.313, -0.051], [1.688, 5.780, 0.188], [2.499, 4.451, -1.785], [1.104, 7.046, -2.627], [2.418, 6.262, -3.486], [2.711, 6.952, -1.879], [-0.109, 4.951, -2.793], [5.471, -4.721, -0.111], [4.162, -4.438, -0.832], [4.010, -5.312, -2.066], [4.117, -3.061, -1.215], [6.326, -4.509, -0.760], [5.572, -4.079, 0.767], [5.527, -5.763, 0.210], [3.324, -4.612, -0.153], [4.816, -5.120, -2.781], [3.071, -5.091, -2.580], [4.023, -6.372, -1.803], [4.853, -2.895, -1.816]]}

No. 3
{"formula": "C20H36NOP2Pb", "method": "ωB97M-V with the def2-TZVPD basis set", "homo_lumo_gap_ev": [4.300, 5.873], "lumo_energy_ev": [-0.177, -0.161], "s_squared": 0.7544, "multiplicity": 2, "energy_ev": -48680.8683, "e_above_lowest_kj_mol": 0.0, "species": ["P", "P", "C", "C", "H", "H", "H", "H", "C", "H", "H", "H", "C", "H", "H", "H", "C", "H", "H", "H", "C", "H", "H", "H", "Pb", "C", "C", "C", "C", "C", "C", "C", "C", "C", "H", "H", "H", "H", "H", "H", "H", "H", "H", "H", "H", "H", "H", "H", "H", "O", "N", "C", "C", "C", "C", "C", "H", "H", "H", "H", "H"], "positions_angstrom": [[0.548, 4.040, 0.789], [0.983, 3.295, -2.213], [1.403, 5.320, -0.294], [1.055, 5.122, -1.772], [2.487, 5.214, -0.121], [1.088, 6.317, 0.053], [0.067, 5.551, -2.011], [1.809, 5.595, -2.420], [2.708, 3.139, -2.839], [2.801, 2.180, -3.365], [3.414, 3.156, -1.999], [2.929, 3.963, -3.530], [0.130, 3.483, -3.832], [0.644, 4.230, -4.453], [-0.909, 3.791, -3.656], [0.136, 2.509, -4.338], [1.533, 4.335, 2.312], [1.066, 3.778, 3.135], [1.558, 5.407, 2.552], [2.554, 3.961, 2.157], [-0.923, 5.060, 1.228], [-1.596, 5.134, 0.365], [-0.600, 6.063, 1.538], [-1.451, 4.568, 2.054], [-0.654, -3.052, 0.835], [-0.701, -0.895, -1.414], [0.605, -1.063, -1.143], [1.509, -0.151, -0.384], [1.617, -0.375, 1.159], [0.344, -0.572, 1.914], [-0.887, -0.136, 1.556], [-1.200, 0.819, 0.460], [-1.586, 0.198, -0.914], [-1.491, -3.767, 2.782], [-1.194, -1.602, -2.097], [1.111, -1.940, -1.570], [1.296, 0.910, -0.586], [2.528, -0.326, -0.777], [2.277, -1.246, 1.327], [2.169, 0.488, 1.580], [0.474, -1.056, 2.888], [-1.750, -0.426, 2.168], [-0.387, 1.548, 0.313], [-2.077, 1.413, 0.778], [-2.612, -0.207, -0.846], [-1.644, 1.023, -1.652], [-2.438, -4.303, 2.674], [-1.634, -2.846, 3.365], [-0.742, -4.399, 3.273], [-1.435, -4.578, -0.741], [-1.364, -5.868, -0.340], [-0.167, -6.389, 0.046], [-0.156, -7.500, 0.858], [-1.351, -8.181, 1.111], [-2.565, -7.596, 0.729], [-2.555, -6.460, -0.063], [0.732, -5.838, -0.257], [0.797, -7.789, 1.295], [-1.326, -9.122, 1.655], [-3.522, -8.009, 1.036], [-3.452, -5.916, -0.360]]}